This record from the Open Molecules 2025 dataset describes a molecular structure, C16H38AlN6O15S2Sn at a distorted geometry. The level of theory is ωB97M-V/def2-TZVPD.

Geometry (Å):
Sn  1.8651  -2.0960  -1.8204
Al  1.7714  1.4283  2.3704
S  2.7213  4.2038  3.0140
O  2.2536  -0.0094  3.1291
O  1.7725  5.2218  2.8082
O  2.6440  3.2784  1.8421
O  3.5792  4.4030  4.3462
S  0.6963  -0.3595  0.0299
O  1.6424  0.6445  0.4131
O  -0.4806  0.0512  0.9580
O  0.4104  -0.1528  -1.7348
O  1.2489  -1.7315  0.3517
C  -1.0110  4.6651  -1.9794
O  -0.6760  3.8866  -2.9166
N  -1.5986  4.2872  -0.8297
C  -1.6677  5.1557  0.3077
C  -2.2947  3.0289  -0.7162
H  -0.7757  5.7897  -2.0103
H  -1.6411  6.1758  -0.0272
H  -0.9607  4.8847  1.0119
H  -2.6542  5.1561  0.7746
H  -2.3595  2.6914  -1.7624
H  -1.6114  2.3392  -0.2275
H  -3.2279  3.3037  -0.2663
C  2.5759  0.3567  -4.2784
O  3.0739  -0.4553  -3.5251
N  1.9284  0.0071  -5.3780
C  1.0999  0.9396  -6.1369
C  1.6088  -1.3189  -5.5774
H  2.7046  1.4163  -4.0944
H  1.6086  1.8566  -6.4385
H  0.2657  1.3106  -5.5604
H  0.8137  0.5145  -7.0844
H  1.0686  -1.7102  -4.7882
H  0.8587  -1.3597  -6.3644
H  2.4834  -1.9497  -5.7758
C  -1.3422  -4.5336  -0.8884
O  -0.4056  -3.8229  -1.3115
N  -1.4448  -5.8660  -1.0831
C  -2.6881  -6.6190  -0.8271
C  -0.3143  -6.5484  -1.8257
H  -2.0410  -4.0493  -0.2716
H  -3.2074  -6.7826  -1.7926
H  -3.4310  -6.0282  -0.2625
H  -2.4156  -7.4917  -0.2665
H  -0.5135  -6.7100  -2.8498
H  0.5533  -5.9765  -1.7143
H  -0.2416  -7.4752  -1.3166
C  4.8025  -1.3966  -0.2721
O  4.0860  -1.9949  -1.0994
N  5.7337  -2.1313  0.3178
C  5.7780  -3.5139  0.0896
C  5.8403  -1.8154  1.7468
H  4.7594  -0.3606  0.0242
H  4.8493  -3.9454  0.4599
H  6.5208  -4.0544  0.7502
H  6.0771  -3.7231  -0.9538
H  5.3883  -0.8359  1.8876
H  5.1823  -2.5710  2.2520
H  6.8787  -1.9302  2.1854
C  -4.1632  0.9245  3.0341
O  -4.0427  0.3132  4.0872
N  -5.3851  1.2622  2.5206
C  -5.4228  1.7321  1.1503
C  -6.6720  1.1683  3.3052
H  -3.3120  1.2203  2.4152
H  -4.6823  1.3285  0.4862
H  -5.5309  2.8113  1.1022
H  -6.3833  1.3556  0.6920
H  -6.3471  0.9512  4.3527
H  -7.1510  2.1147  3.2922
H  -7.2687  0.3302  2.9181
C  -0.6663  2.9887  5.5411
N  0.3261  2.3998  4.6129
O  1.4209  1.9174  4.7936
O  -0.1938  2.0468  3.4619
H  -0.1772  3.4085  6.3776
H  -1.3595  2.2456  5.8460
H  -1.1299  3.8037  4.9680

Forces on atoms 1 to 2 (eV/Å):
-0.511 0.108 -0.656
-0.690 -5.020 -0.634

Computed properties:
LUMO level   -6.076 eV
Kohn-Sham gap   4.59 eV
HOMO energy   -10.666 eV
Charge   +1
E   -3342.17481 hartree

***

This record from the Open Molecules 2025 dataset describes 7 unconnected molecules or ions with the total composition C16H38Cl4FN3O7P at a distorted geometry. The level of theory is ωB97M-V/def2-TZVPD.

Geometry (Å):
F  0.3741  -0.5895  0.9098
C  -1.6332  -2.2311  -2.4860
C  -2.6612  -1.5199  -1.6363
O  -3.8734  -1.6509  -1.7711
N  -2.0595  -0.7830  -0.6752
C  -2.6975  0.1386  0.2207
H  -1.2064  -1.4865  -3.1661
H  -2.0081  -3.0829  -3.0433
H  -0.8046  -2.6072  -1.8851
H  -1.0522  -0.7148  -0.7753
H  -2.7835  1.1320  -0.2328
H  -2.0492  0.2098  1.0878
H  -3.7123  -0.1990  0.4182
C  2.7311  -1.5361  -1.7634
C  3.7106  -1.0807  -0.7135
O  4.8932  -0.9684  -0.9794
N  3.2572  -0.9983  0.5513
C  4.1723  -0.8165  1.6434
H  2.2147  -2.4409  -1.4377
H  3.2671  -1.7519  -2.6801
H  1.9119  -0.8204  -1.8752
H  2.2720  -0.8151  0.7761
H  4.6081  -1.7659  1.9554
H  3.5229  -0.4319  2.4250
H  4.9809  -0.1106  1.4827
C  1.4774  -1.0386  3.8704
C  0.0601  -1.4291  4.2052
O  -0.2502  -1.8213  5.3155
N  -0.8538  -1.2792  3.2254
C  -2.2273  -1.7002  3.3857
H  1.5654  -0.9199  2.7865
H  2.2001  -1.7276  4.2817
H  1.5538  -0.0001  4.2121
H  -0.4966  -1.1221  2.2795
H  -2.2411  -2.6152  3.9757
H  -2.6839  -1.8392  2.4051
H  -2.8571  -0.9339  3.8493
C  -3.5638  2.9758  -2.7738
O  -2.5884  3.7016  -2.0085
P  -1.0303  3.5635  -2.2250
O  -0.2054  4.5934  -1.6157
O  -0.7426  2.0981  -1.6625
C  0.3897  1.3029  -2.0945
O  -0.8817  3.3300  -3.8108
C  -1.1358  4.3806  -4.7176
H  -3.9047  3.6062  -3.5934
H  -4.3647  2.6317  -2.1249
H  -3.1240  2.0600  -3.1861
H  1.0724  1.8768  -2.7163
H  0.0213  0.3949  -2.5683
H  0.8935  0.9712  -1.1809
H  -2.1024  4.2589  -5.2234
H  -0.4374  4.2669  -5.5584
H  -1.0340  5.4045  -4.3618
Cl  -0.8680  2.1886  3.0381
C  0.5060  2.2521  1.9303
C  0.8946  3.6107  1.4292
Cl  1.7278  4.6677  2.6159
H  0.2340  1.7309  1.0024
H  1.3284  1.6396  2.2949
H  0.0248  4.1398  1.0575
H  1.6495  3.4589  0.6614
Cl  0.9411  -4.9893  -0.9673
C  0.2812  -3.9997  0.3635
C  1.2769  -3.7683  1.4652
Cl  1.7049  -5.2397  2.4056
H  -0.6536  -4.3834  0.7703
H  0.0370  -3.0075  -0.0250
H  0.8368  -3.0413  2.1454
H  2.1949  -3.3290  1.0926

Forces on atoms 1 to 2 (eV/Å):
0.328 -0.194 -0.442
0.445 -0.019 -0.286

Computed properties:
LUMO level   2.154 eV
Kohn-Sham gap   8.68 eV
Energy relative to the best compared isomer or geometry (same formula, charge and spin)   0.0 kcal/mol
HOMO energy   -6.531 eV
Charge   -1
E   -3605.64853 hartree

***

This record from the Open Molecules 2025 dataset describes a molecular structure, C16H38Cl4O12P2 at a distorted geometry. The level of theory is ωB97M-V/def2-TZVPD.

Geometry (Å):
C  11.5990  -32.7146  -2.4887
Cl  9.9105  -32.9812  -2.1902
Cl  12.4184  -31.9938  -1.0810
H  12.1031  -33.6461  -2.7460
H  11.6816  -32.0580  -3.3548
C  10.3956  -32.9230  -5.1593
Cl  11.8045  -33.8837  -5.7855
Cl  9.1315  -32.8866  -6.3601
H  9.9626  -33.4308  -4.2975
H  10.6230  -31.8965  -4.8715
C  9.2678  -27.4375  -8.5716
O  8.1396  -27.2868  -7.6682
P  7.9525  -28.0899  -6.2609
O  6.5454  -28.0068  -5.7996
O  8.5102  -29.5815  -6.6428
C  8.4088  -30.7430  -5.8826
O  9.1036  -27.4230  -5.3703
C  8.8370  -26.2285  -4.6794
H  9.7650  -26.4737  -8.6814
H  8.8543  -27.7056  -9.5439
H  10.0292  -28.1812  -8.3367
H  7.9569  -30.4758  -4.9274
H  9.3698  -31.2104  -5.6674
H  7.8248  -31.4789  -6.4353
H  8.8692  -26.4103  -3.6052
H  7.8814  -25.7660  -4.9268
H  9.5854  -25.4899  -4.9664
C  5.2165  -29.5945  -5.2871
O  6.0181  -30.6251  -4.7027
P  5.5054  -31.6931  -3.5413
O  4.0874  -32.1975  -3.6828
O  6.6036  -32.8449  -3.6806
C  7.9646  -32.5224  -3.4383
O  5.9908  -31.1199  -2.1071
C  5.6461  -31.9052  -0.9939
H  4.2065  -29.5564  -4.8792
H  5.1447  -29.7698  -6.3605
H  5.6858  -28.6290  -5.0981
H  8.1919  -32.8339  -2.4188
H  8.2658  -31.4898  -3.6148
H  8.5804  -33.0933  -4.1332
H  4.9771  -32.7215  -1.2663
H  5.0688  -31.2728  -0.3194
H  6.5576  -32.2893  -0.5359
O  11.8444  -30.9424  -5.9276
C  11.3322  -30.4233  -6.9041
O  11.2978  -29.0896  -7.1075
C  12.0551  -28.1592  -6.2850
C  11.6935  -26.7276  -6.8199
C  10.5412  -31.1849  -7.9614
H  13.1387  -28.2517  -6.3585
H  11.7113  -28.2284  -5.2530
H  12.2111  -25.9383  -6.2748
H  10.6167  -26.6079  -6.7001
H  11.9419  -26.6490  -7.8783
H  9.9599  -31.9688  -7.4759
H  11.2751  -31.6603  -8.6121
H  9.8439  -30.4720  -8.4017
O  10.0818  -35.3191  -3.2735
C  9.7941  -36.2237  -3.9625
O  8.5705  -36.3636  -4.5931
C  7.5563  -35.3778  -4.3673
C  6.2587  -35.8339  -5.0111
C  10.8350  -37.3088  -4.1805
H  7.7996  -34.3934  -4.7670
H  7.5049  -35.2718  -3.2837
H  6.3327  -35.8877  -6.0972
H  5.4909  -35.1595  -4.6321
H  5.9408  -36.8154  -4.6596
H  11.6430  -37.3031  -3.4490
H  11.2938  -37.3495  -5.1684
H  10.2530  -38.2264  -4.0942

Forces on atoms 1 to 2 (eV/Å):
1.119 -0.188 0.170
3.682 0.826 2.382

Computed properties:
LUMO level   0.431 eV
Kohn-Sham gap   9.37 eV
Energy relative to the best compared isomer or geometry (same formula, charge and spin)   172.0 kcal/mol
HOMO energy   -8.936 eV
E   -4058.61342 hartree